Record 1
The following is a DFT calculation (the ωB97M-V functional and the def2-TZVPD basis) of a molecular structure, C38H32N7NaOSe3Te2.

Last column: Mulliken charge in e.
Geometry (Å):
Na -0.10 -0.05 -0.05  1.169
C 4.52 0.96 1.55  -1.339
C 3.21 1.44 0.97  0.282
O 2.39 0.69 0.46  0.019
N 3.02 2.77 0.99  0.025
C 1.87 3.39 0.35  -0.700
C 0.76 3.66 1.34  0.607
C 0.71 4.85 2.06  -0.804
C -0.31 5.04 2.97  -0.387
C -1.25 4.04 3.13  -1.069
C -1.12 2.89 2.37  -0.173
N -0.13 2.69 1.50  0.585
H 4.45 -0.11 1.76  0.106
H 4.78 1.50 2.46  0.396
H 5.31 1.11 0.82  0.343
H 3.72 3.35 1.42  0.226
H 1.51 2.72 -0.43  -0.446
H 2.18 4.30 -0.15  0.655
H 1.45 5.62 1.88  0.466
H -0.38 5.97 3.53  0.377
H -2.08 4.15 3.82  0.421
H -1.84 2.08 2.45  0.461
Se 1.87 -2.03 -3.63  -0.693
Se 1.71 0.16 -4.44  -0.360
Te 0.04 1.35 -2.88  0.169
Se 0.85 3.72 -2.98  -0.863
N -10.11 -3.39 0.51  -0.607
C -9.02 -3.01 0.42  -0.005
C -7.68 -2.54 0.31  0.658
C -7.10 -1.87 1.39  -0.839
C -5.79 -1.41 1.28  -0.189
C -5.06 -1.63 0.12  -1.359
C -5.65 -2.31 -0.95  0.153
C -6.95 -2.76 -0.86  -0.962
C -3.66 -1.14 0.00  1.535
C -3.51 0.23 -0.15  0.156
C -4.58 1.19 -0.25  -0.702
C -4.00 2.41 -0.44  -1.538
C -2.60 2.16 -0.46  -0.772
N -2.30 0.90 -0.28  0.800
C -2.68 -2.15 0.03  0.040
C -2.94 -3.52 0.32  -0.527
C -1.73 -4.17 0.28  -1.374
C -0.78 -3.16 -0.03  -0.318
N -1.32 -1.97 -0.16  -0.202
H -7.67 -1.70 2.29  0.418
H -5.33 -0.88 2.10  0.497
H -5.07 -2.47 -1.84  0.514
H -7.41 -3.28 -1.69  0.432
H -5.64 0.96 -0.22  0.476
H -4.49 3.35 -0.59  0.439
H -1.82 2.89 -0.64  0.620
H -3.91 -3.96 0.51  0.560
H -1.53 -5.21 0.43  0.454
H 0.28 -3.30 -0.19  0.364
C 3.12 -4.25 -0.32  -1.411
Te 2.95 -2.10 -0.32  0.070
C 2.58 -2.43 1.79  -0.725
C 3.18 -3.76 2.13  0.737
C 3.46 -4.14 3.44  -0.511
C 4.01 -5.38 3.72  -0.644
C 4.27 -6.27 2.69  -0.511
C 3.98 -5.91 1.38  -0.677
C 3.44 -4.66 1.09  0.646
H 3.90 -4.56 -1.02  0.520
H 2.18 -4.68 -0.66  0.423
H 1.50 -2.45 1.94  -0.050
H 2.99 -1.63 2.40  0.395
H 3.25 -3.44 4.24  0.475
H 4.23 -5.65 4.75  0.380
H 4.70 -7.24 2.90  0.368
H 4.19 -6.60 0.57  0.436
N -0.51 -2.66 7.49  -0.563
C -0.46 -2.19 6.44  -0.129
C -0.41 -1.58 5.14  0.578
C 0.51 -0.56 4.88  -0.802
C 0.52 -0.01 3.61  -0.493
N -0.31 -0.40 2.64  0.964
C -1.18 -1.37 2.89  -0.437
C -1.28 -1.99 4.12  -0.979
H 1.20 -0.23 5.64  0.505
H 1.22 0.78 3.35  0.297
H -1.82 -1.67 2.07  0.358
H -2.00 -2.78 4.29  0.586

Results
HOMO level in eV: -0.3
Total charge: -2
Frontier orbital gap in Ha: 0.125
E in eV: -267448.886
Maximum force in eV/A: 0.8
ΔE to the lowest compared entry with this formula, charge and spin in kcal/mol: 6.6

Record 2
The following is a DFT calculation (the ωB97M-V functional and the def2-TZVPD basis) of a molecular structure, C38H33AsCrF6N3O5PS3 at a distorted geometry.

Last column: Löwdin spin population.
Geometry (Å):
Cr -0.16 -1.43 -1.00  1.034
F -4.66 -0.37 -0.13  0.000
C -4.06 -1.12 0.78  0.000
F -4.95 -1.54 1.66  0.000
F -3.13 -0.41 1.43  0.000
S -3.22 -2.57 -0.01  0.001
O -2.25 -2.04 -0.96  0.002
O -4.26 -3.38 -0.53  0.000
N -2.48 -3.11 1.29  0.000
S -0.98 -3.44 1.00  0.000
O -0.08 -2.28 1.02  0.003
O -0.78 -4.33 -0.11  0.001
C -0.52 -4.42 2.50  0.000
F 0.81 -4.47 2.58  0.000
F -1.00 -3.86 3.59  0.000
F -1.00 -5.65 2.37  0.000
C 2.83 -0.77 -2.78  -0.003
P 2.06 -0.77 -1.13  -0.019
C 3.33 -1.60 -0.13  -0.004
C 4.63 -1.11 -0.12  -0.001
C 5.63 -1.79 0.56  0.000
C 5.32 -2.96 1.24  0.000
C 4.02 -3.44 1.26  0.000
C 3.02 -2.76 0.58  0.000
C 2.05 0.96 -0.59  0.000
C 2.20 1.13 0.86  0.000
C 1.92 2.23 1.57  0.001
C 1.42 3.50 0.99  0.000
C 1.21 3.25 -1.17  0.000
C 1.60 1.85 -1.48  -0.004
H 3.62 -0.01 -2.81  -0.001
H 2.09 -0.58 -3.55  0.000
H 3.27 -1.75 -2.95  0.000
H 4.87 -0.18 -0.64  0.000
H 6.64 -1.41 0.56  0.000
H 6.11 -3.51 1.75  0.000
H 3.78 -4.34 1.81  0.000
H 2.01 -3.11 0.61  0.000
H 2.56 0.26 1.40  0.000
H 2.09 2.21 2.64  0.000
H 1.28 4.27 1.75  0.000
H 0.91 3.80 -2.06  0.000
H 1.48 1.53 -2.51  0.000
C -1.01 -6.02 -4.55  0.000
C -0.34 -4.93 -3.79  0.002
C 0.72 -5.19 -2.90  0.000
C 1.07 -4.20 -2.03  0.000
N 0.51 -2.98 -2.11  -0.006
C -0.33 -2.76 -3.15  0.004
S -0.70 -1.08 -3.27  -0.040
N -0.81 -3.70 -3.95  0.001
H -0.28 -6.67 -5.04  0.000
H -1.69 -5.60 -5.28  0.000
H -1.58 -6.64 -3.85  0.000
H 1.20 -6.16 -2.85  0.000
H 1.81 -4.35 -1.25  0.000
O -0.77 0.30 -0.30  0.024
As -1.03 1.78 0.42  0.003
C -1.02 1.71 2.34  0.001
C -1.19 2.90 3.03  0.000
C -1.11 2.91 4.42  0.000
C -0.88 1.72 5.10  0.000
C -0.71 0.53 4.40  0.000
C -0.78 0.52 3.02  0.000
C 0.20 3.34 0.02  0.000
C 2.25 3.96 -0.25  0.000
C 2.29 5.45 -0.42  0.000
C 1.23 6.25 -0.36  0.000
C -0.16 5.84 -0.16  0.000
C -0.63 4.59 -0.03  0.000
C -2.77 2.40 -0.16  0.001
C -3.76 2.78 0.73  0.000
C -4.99 3.19 0.25  0.000
C -5.23 3.23 -1.12  0.000
C -4.23 2.84 -2.01  0.000
C -3.00 2.43 -1.53  0.000
H -1.38 3.82 2.48  0.000
H -1.23 3.84 4.96  0.000
H -0.81 1.73 6.18  0.000
H -0.54 -0.39 4.94  0.000
H -0.63 -0.39 2.46  0.000
H 3.24 3.53 -0.30  0.000
H 3.27 5.88 -0.60  0.000
H 1.39 7.31 -0.49  0.000
H -0.89 6.64 -0.16  0.000
H -1.70 4.46 0.05  0.000
H -3.58 2.73 1.80  0.000
H -5.77 3.49 0.94  0.000
H -6.19 3.54 -1.50  0.000
H -4.42 2.86 -3.07  0.000
H -2.22 2.11 -2.21  0.000

Results
HOMO level (alpha / beta) in eV: -10.8 / -10.8
2S+1: 2
Total charge: +1
Frontier orbital gap (alpha / beta) in Ha: 0.250 / 0.270
E in eV: -202000.647
Maximum force in eV/A: 1.8

Record 3
The following is a DFT calculation (the ωB97M-V functional and the def2-TZVPD basis) of a molecular structure, C38H33BI2N7O3SeSm at a distorted geometry.

Last column: Löwdin spin population.
Geometry (Å):
Sm -12.13 -18.34 0.14  5.051
C -14.77 -19.30 2.71  0.000
N -14.46 -18.06 1.92  -0.005
C -15.49 -17.94 0.80  0.000
C -15.46 -19.16 -0.16  0.000
C -16.47 -20.08 -0.30  0.000
C -16.38 -21.10 -1.31  0.000
C -15.22 -21.15 -2.08  0.000
C -14.23 -20.25 -1.79  0.001
N -14.29 -19.28 -0.86  -0.006
C -14.39 -16.76 2.71  0.000
C -13.77 -16.76 4.10  -0.001
C -12.84 -15.80 4.52  0.000
C -12.12 -15.93 5.66  -0.001
C -12.65 -16.82 6.73  0.000
C -13.86 -17.55 6.30  -0.001
N -14.20 -17.67 5.06  0.000
C -13.82 -20.42 2.47  0.000
C -14.02 -21.59 3.23  0.000
C -13.33 -22.76 2.92  0.000
C -12.27 -22.68 2.03  0.000
C -11.96 -21.47 1.49  0.000
N -12.76 -20.35 1.66  -0.008
H -15.84 -19.48 2.61  0.000
H -14.70 -18.94 3.76  0.000
H -15.17 -17.09 0.15  0.000
H -16.49 -17.96 1.18  0.000
H -17.39 -19.94 0.33  0.000
H -17.28 -21.70 -1.57  0.000
H -15.12 -21.85 -2.91  0.000
H -13.33 -20.22 -2.37  0.000
H -15.42 -16.39 2.86  0.000
H -13.88 -16.03 2.11  0.000
H -12.58 -14.92 3.89  0.000
H -11.15 -15.47 5.76  0.000
H -12.71 -16.44 7.74  0.000
H -14.38 -18.19 7.07  0.000
H -14.75 -21.54 4.00  0.000
H -13.58 -23.68 3.43  0.000
H -11.65 -23.51 1.77  0.000
H -11.08 -21.33 0.95  0.000
I -12.70 -11.56 -4.78  0.000
C -12.62 -13.16 -3.41  -0.001
C -13.32 -12.99 -2.25  0.000
C -13.36 -13.99 -1.32  -0.001
I -14.33 -13.61 0.48  0.000
C -12.79 -15.27 -1.54  0.000
O -13.05 -16.31 -0.75  -0.009
C -11.91 -15.34 -2.63  0.000
C -11.09 -16.61 -2.86  0.000
N -10.53 -17.22 -1.67  -0.004
C -9.37 -16.52 -1.03  0.000
C -9.26 -16.76 0.47  0.000
C -8.00 -16.45 1.05  0.000
C -7.82 -16.63 2.43  0.001
C -8.94 -16.87 3.20  0.000
C -10.12 -17.19 2.59  0.000
N -10.29 -17.14 1.24  -0.008
C -11.89 -14.37 -3.61  0.000
H -13.96 -12.16 -2.10  0.000
H -10.39 -16.34 -3.69  0.000
H -11.77 -17.36 -3.28  0.000
H -10.13 -18.10 -1.97  0.000
H -9.45 -15.45 -1.35  0.000
H -8.36 -16.83 -1.48  0.000
H -7.17 -16.11 0.44  0.000
H -6.78 -16.66 2.78  0.000
H -8.88 -16.89 4.27  0.000
H -11.01 -17.50 3.12  0.000
H -11.30 -14.55 -4.53  0.000
Se -8.28 -20.50 1.06  -0.003
C -9.64 -19.95 0.01  -0.001
N -10.56 -19.79 -0.76  -0.006
O -10.81 -18.17 8.15  0.000
B -11.60 -17.95 6.90  0.000
O -11.65 -19.15 6.15  0.000
C -11.07 -20.22 6.90  0.000
C -10.59 -21.42 6.47  0.000
C -10.02 -22.21 7.54  0.000
C -9.93 -21.69 8.81  0.000
C -10.25 -20.34 9.22  0.000
C -10.69 -19.56 8.14  0.000
H -10.63 -21.81 5.42  0.000
H -9.53 -23.10 7.28  0.000
H -9.59 -22.34 9.61  0.000
H -9.90 -20.13 10.24  0.000

Results
HOMO level (alpha / beta) in eV: -4.3 / -4.3
2S+1: 6
Frontier orbital gap (alpha / beta) in Ha: 0.128 / 0.136
E in eV: -156642.404
Maximum force in eV/A: 4.6
ΔE to the lowest compared entry with this formula, charge and spin in kcal/mol: 104.1